Entry 1:
{
  "formula": "C12H28F4N6O13S4V",
  "method": "the ωB97M-V functional and the def2-TZVPD basis",
  "homo_energy_ev": [-3.43, -6.82],
  "charge": -1,
  "gap_ha": [0.1992, 0.3237],
  "multiplicity": 3,
  "s2": 2.028,
  "symbols": ["O", "V", "N", "S", "O", "O", "F", "S", "O", "O", "F", "N", "S", "O", "O", "F", "S", "O", "O", "F", "C", "O", "N", "C", "C", "H", "H", "H", "H", "H", "H", "H", "C", "O", "N", "C", "C", "H", "H", "H", "H", "H", "H", "H", "C", "O", "N", "C", "C", "H", "H", "H", "H", "H", "H", "H", "C", "O", "N", "C", "C", "H", "H", "H", "H", "H", "H", "H"],
  "coordinates": [[1.59295, 0.14290, -1.37531], [0.16156, 0.62968, -0.81072], [-0.87710, -0.13411, -2.47408], [-0.63403, -1.50120, -3.45522], [0.23098, -1.34157, -4.66574], [-1.60954, -2.58445, -3.51714], [0.48663, -2.03208, -2.41558], [-1.95556, 0.32035, -3.45364], [-3.19151, -0.44422, -3.37695], [-1.54555, 0.88028, -4.72834], [-2.22737, 1.68596, -2.65211], [0.77130, 1.62598, 0.89988], [-0.01552, 2.76296, 2.00450], [0.76923, 3.93134, 2.41273], [-0.92680, 2.11830, 2.93151], [-0.99379, 3.32484, 0.87134], [2.01983, 1.61199, 1.77478], [1.94290, 1.22076, 3.18372], [3.09652, 2.53537, 1.49318], [2.64826, 0.25995, 1.15465], [-2.81589, 0.57651, 0.81216], [-1.98444, 0.90321, -0.03049], [-3.64634, -0.49782, 0.74927], [-4.59949, -0.72295, 1.84294], [-3.83906, -1.16984, -0.53827], [-2.99294, 1.18709, 1.71107], [-4.69240, -1.80222, 1.96398], [-5.60577, -0.35228, 1.64774], [-4.32684, -0.33492, 2.82437], [-2.84825, -1.29581, -0.97477], [-4.25984, -2.16623, -0.40318], [-4.42880, -0.60442, -1.25980], [4.65954, -4.54627, 0.30841], [5.25557, -5.17939, 1.19583], [3.65509, -3.69677, 0.56508], [3.13250, -2.70372, -0.41160], [3.17384, -3.43735, 1.95209], [4.97940, -4.44424, -0.74015], [3.75696, -2.75889, -1.30329], [3.24143, -1.64305, -0.18531], [2.06072, -2.82673, -0.56734], [3.59730, -4.13949, 2.67028], [3.53161, -2.45514, 2.26091], [2.09387, -3.49522, 2.08782], [0.31637, 3.63012, -2.62632], [0.20991, 2.61330, -1.94385], [1.21304, 4.59967, -2.35371], [1.13834, 5.88148, -3.05691], [2.12018, 4.59875, -1.20598], [-0.15070, 3.80950, -3.60706], [2.02234, 6.01978, -3.67941], [1.08294, 6.78034, -2.44284], [0.28653, 5.96437, -3.73193], [2.23741, 3.60492, -0.77392], [3.10385, 4.99473, -1.45834], [1.71972, 5.28768, -0.46226], [-0.72615, -2.27395, 0.82273], [-0.12660, -1.39799, 0.19053], [-0.87646, -2.21632, 2.11443], [-1.82815, -3.01773, 2.78372], [-0.37168, -1.08726, 2.88155], [-1.24287, -3.13439, 0.37013], [-2.65203, -2.39909, 3.13951], [-1.34497, -3.49309, 3.63734], [-2.30185, -3.76493, 2.14701], [-1.16529, -0.39727, 3.16825], [0.09156, -1.41841, 3.81098], [0.40319, -0.59144, 2.29688]],
  "atomic_forces_ev_per_a": [[-0.6, 0.4, 0.4], [1.3, 0.0, -1.0], [0.5, -3.6, -2.0], [6.3, -4.4, -1.3], [-2.6, 0.3, 2.8], [0.9, 1.8, 0.7], [-0.9, -0.5, -0.5], [-4.8, 5.6, -1.8], [1.0, 1.2, -0.3], [-0.4, -1.1, 1.0], [-0.9, 0.0, 0.0], [-2.7, 3.2, 2.9], [-2.8, 1.7, -0.6], [-1.3, -2.5, -0.8], [1.3, 0.7, -1.0], [0.5, 0.0, 0.6], [8.9, -3.6, 1.7], [-1.4, 0.9, -1.5], [-1.6, 0.1, -0.2], [-0.5, 0.3, 0.2], [-0.3, -0.1, -0.1], [-0.4, -0.5, 0.4], [-0.1, 1.0, 0.4], [-0.3, -0.6, -0.4], [0.8, -0.4, 0.1], [0.3, -0.1, 0.1], [0.0, -0.1, 0.0], [0.0, 0.2, -0.4], [0.6, 0.3, -0.3], [-0.1, 0.0, -0.2], [-0.1, 0.1, 0.2], [-0.1, 0.1, 0.3], [0.9, 0.6, 1.8], [-0.7, 0.1, -1.5], [-1.7, 1.6, 0.9], [0.6, -0.4, -0.2], [1.0, -0.4, -0.1], [0.1, -0.6, 0.0], [-0.5, -0.5, -0.4], [0.2, -0.1, 1.0], [0.2, -0.3, -0.4], [0.2, -0.2, -0.4], [-0.2, 0.2, -0.1], [-0.1, 0.1, -0.6], [1.3, -0.7, 0.6], [-0.4, 0.6, -0.3], [-0.1, 1.3, 0.0], [0.3, -0.1, -0.8], [-0.4, 0.0, 0.3], [-0.6, -0.3, 0.3], [0.2, -0.1, 0.0], [0.0, -0.4, 0.7], [-0.1, -0.5, 0.1], [-0.1, 0.1, -0.1], [0.0, -0.2, -0.4], [-0.1, -0.1, 0.3], [0.3, 1.3, -1.9], [-0.4, -0.9, 0.0], [0.0, 0.5, 1.7], [-0.7, -0.7, 0.7], [0.6, 0.0, 0.0], [0.3, 0.0, -0.3], [0.0, 0.1, 0.3], [-0.2, -0.2, 0.1], [0.4, -0.1, -0.2], [-0.1, 0.1, -0.3], [0.0, -0.3, 0.0], [-0.3, 0.0, 0.2]]
}

---

Entry 2:
{
  "formula": "C7H7N3O",
  "method": "the ωB97M-V functional and the def2-TZVPD basis",
  "smiles": "Nc1nc2cccc(N)c2o1",
  "homo_energy_ev": -7.95,
  "gap_ha": 0.3188,
  "symbols": ["C", "C", "C", "C", "C", "C", "C", "H", "H", "H", "H", "H", "H", "H", "N", "N", "N", "O"],
  "coordinates": [[-1.47449, -1.36892, -0.93733], [-0.82012, -0.27041, 0.69306], [-0.56805, 0.22467, 1.93134], [0.52035, 1.06197, 2.08939], [1.36738, 1.41661, 1.05371], [1.08740, 0.90056, -0.28322], [0.07524, 0.01889, -0.36380], [-2.54363, -2.93914, -1.32843], [-1.47512, -2.62375, -2.43551], [-1.19091, 0.05576, 2.79433], [0.78792, 1.37901, 3.08179], [2.15615, 2.09380, 1.26352], [2.47806, 2.06753, -1.22128], [2.12885, 0.55892, -1.95386], [-2.11196, -2.14320, -1.81590], [-1.82439, -1.14299, 0.26756], [1.79786, 1.33908, -1.39271], [-0.39054, -0.62840, -1.44265]],
  "atomic_forces_ev_per_a": [[0.9, 1.8, 0.0], [0.7, 0.0, 0.0], [-0.3, 0.5, 1.1], [0.9, 0.1, -0.1], [-1.8, -1.3, -1.6], [1.8, 2.0, 2.2], [-1.8, -0.2, 1.5], [-0.3, 0.9, 0.0], [0.2, 0.5, -0.6], [-0.2, -0.3, -0.1], [-0.1, 0.3, 0.2], [0.7, 0.4, -0.2], [0.0, -0.4, 0.0], [0.1, 0.6, -0.1], [-0.6, -2.7, -1.0], [0.9, 0.1, 0.1], [0.1, -0.5, -0.6], [-1.2, -1.8, -1.0]]
}

---

Entry 3:
{
  "formula": "C8H23FNO5",
  "method": "the ωB97M-V functional and the def2-TZVPD basis",
  "homo_energy_ev": -4.12,
  "charge": -1,
  "gap_ha": 0.2674,
  "symbols": ["F", "C", "C", "C", "O", "C", "N", "H", "H", "H", "H", "H", "H", "H", "H", "H", "H", "H", "C", "C", "O", "O", "H", "H", "H", "H", "H", "H", "C", "C", "O", "O", "H", "H", "H", "H", "H", "H"],
  "coordinates": [[-0.34019, -0.41779, -0.73922], [2.31513, -2.43896, 3.54611], [0.99892, -1.83584, 2.99817], [1.17964, -0.53593, 2.37987], [0.07473, -0.08019, 1.56955], [0.24446, 1.20696, 1.06190], [0.70240, -2.86595, 2.00338], [2.11074, -3.37062, 4.07369], [2.65060, -1.86400, 4.40923], [3.12296, -2.50472, 2.81728], [0.13396, -1.75221, 3.65616], [2.14056, -0.45994, 1.87096], [1.19553, 0.14878, 3.22781], [-0.20013, 1.24381, 0.06739], [1.25823, 1.53664, 0.83454], [-0.29241, 1.89310, 1.71696], [0.59447, -3.72885, 2.51704], [1.48432, -3.13653, 1.42417], [-2.31514, 0.87645, -2.04383], [-3.14720, 2.12545, -2.04644], [-4.02272, 2.21822, -0.85298], [-1.98624, 0.39044, -0.75764], [-1.42363, 0.99580, -2.65951], [-2.96237, 0.16323, -2.55425], [-3.66917, 2.23989, -2.99647], [-2.54806, 3.01105, -1.83470], [-4.73082, 2.78853, -1.16111], [-1.07380, 0.09309, -0.78266], [1.73712, 0.46521, -2.04745], [0.45456, 0.83305, -2.90305], [-0.34842, -0.34095, -2.84255], [1.64390, 0.51038, -0.64453], [2.39597, 1.26514, -2.38527], [2.08732, -0.53113, -2.31725], [0.35459, 0.97770, -3.97878], [-0.13967, 1.56842, -2.36063], [-0.64712, -0.61484, -1.97227], [0.96698, -0.07291, -0.29362]],
  "atomic_forces_ev_per_a": [[13.6, -11.3, 3.3], [-0.5, 1.7, 2.7], [1.0, -3.1, -1.3], [-0.6, 2.9, -0.4], [1.6, -1.9, 1.1], [-1.1, 2.2, 0.7], [-1.8, -1.0, -0.8], [-0.1, -0.4, -0.7], [0.7, 0.6, 0.0], [-0.3, 0.0, -0.1], [0.3, -0.5, 0.4], [0.0, 0.0, -0.5], [0.6, 0.5, 0.3], [-0.4, 0.7, 1.2], [0.0, -0.1, 1.2], [0.0, 0.4, 0.2], [-0.6, -0.2, 0.2], [0.4, 0.8, -0.3], [-1.9, 0.0, 1.2], [0.4, 1.3, 2.2], [-0.4, -0.6, -1.4], [-12.2, 6.2, -1.6], [-2.0, 0.5, 0.1], [0.0, -0.7, -0.3], [-0.3, 0.0, 0.0], [0.7, 0.2, -0.8], [-0.2, 0.1, 0.3], [-4.2, 3.7, 0.5], [-0.2, 1.0, -1.2], [-0.9, -3.4, 2.6], [0.6, -1.5, -5.6], [3.8, 1.2, -2.0], [1.0, -0.2, 0.5], [0.1, 0.1, -0.7], [1.6, 0.8, 0.0], [1.0, 1.1, 0.0], [0.7, -0.3, -0.2], [-0.3, -0.7, -0.7]]
}

---

Entry 4:
{
  "formula": "C27H43F2N3O5",
  "method": "the ωB97M-V functional and the def2-TZVPD basis",
  "smiles": "CCCCCCCC/C=C/CCCCCCCC(=O)OC[C@H]1O[C@@H](n2ccc(N)nc2=O)C(F)(F)[C@@H]1O",
  "homo_energy_ev": -8.58,
  "gap_ha": 0.3397,
  "symbols": ["C", "C", "C", "C", "C", "C", "C", "H", "H", "C", "C", "C", "C", "H", "H", "C", "C", "C", "C", "C", "C", "C", "O", "O", "C", "H", "C", "O", "C", "N", "C", "C", "C", "N", "C", "O", "N", "H", "H", "H", "H", "C", "F", "F", "C", "O", "H", "H", "H", "H", "H", "H", "H", "H", "H", "H", "H", "H", "H", "H", "H", "H", "H", "H", "H", "H", "H", "H", "H", "H", "H", "H", "H", "H", "H", "H", "H", "H", "H", "H"],
  "coordinates": [[-7.90595, -3.38289, -1.98992], [-7.24232, -2.91577, -0.70010], [-6.30783, -1.73171, -0.93600], [-5.63735, -1.26006, 0.35212], [-4.71403, -0.06741, 0.11693], [-4.02017, 0.38755, 1.39823], [-3.15132, 1.61883, 1.16471], [-3.77592, 2.46800, 0.87217], [-2.45122, 1.40314, 0.35648], [-2.32659, 1.97877, 2.40513], [-1.44518, 3.14849, 2.10993], [-0.14545, 3.05492, 1.88406], [0.72267, 4.20813, 1.48296], [0.26439, 5.14216, 1.81745], [1.70289, 4.12527, 1.95526], [0.89029, 4.28087, -0.04169], [1.58417, 3.06489, -0.65632], [3.04833, 2.93309, -0.24070], [3.77522, 1.86895, -1.05916], [5.25067, 1.76632, -0.68061], [6.02109, 0.80266, -1.59648], [5.47819, -0.59065, -1.43654], [4.66764, -1.11426, -2.15446], [6.02565, -1.19403, -0.36718], [5.47443, -2.43749, 0.02171], [6.29563, -3.06290, 0.37603], [4.45749, -2.21551, 1.15014], [3.50145, -1.25294, 0.72437], [2.19027, -1.69509, 0.96653], [1.27800, -1.15267, 0.00869], [1.57733, -1.10431, -1.30904], [0.70322, -0.57154, -2.19511], [-0.52466, -0.06933, -1.67144], [-0.80642, -0.10826, -0.38927], [0.02812, -0.62269, 0.51494], [-0.17400, -0.67767, 1.70500], [-1.45124, 0.46842, -2.48129], [-1.28506, 0.57411, -3.46479], [-2.28617, 0.84307, -2.06397], [0.93342, -0.52035, -3.24426], [2.54278, -1.48465, -1.61036], [2.29354, -3.23433, 0.96295], [1.33388, -3.84111, 1.69702], [2.17588, -3.75209, -0.28843], [3.70021, -3.50035, 1.52844], [3.69312, -3.62842, 2.91582], [3.01613, -4.26218, 3.18970], [4.13321, -4.38773, 1.04239], [1.82277, -1.38444, 1.96248], [4.96845, -1.82948, 2.04128], [4.98136, -2.89726, -0.84333], [5.90594, 1.10720, -2.63697], [7.07577, 0.80332, -1.32181], [5.71469, 2.75256, -0.75385], [5.34031, 1.42494, 0.35196], [3.69255, 2.11150, -2.12166], [3.29326, 0.90335, -0.90201], [3.54764, 3.89619, -0.37912], [3.11129, 2.67222, 0.81647], [1.53856, 3.15905, -1.74545], [1.03965, 2.15977, -0.38310], [-0.10280, 4.37681, -0.48725], [1.45887, 5.18020, -0.29432], [0.33358, 2.08839, 1.95572], [-1.93921, 4.11089, 2.03452], [-1.71444, 1.11635, 2.66890], [-2.99598, 2.20897, 3.23831], [-4.76949, 0.60222, 2.16450], [-3.38396, -0.41944, 1.76418], [-5.29462, 0.76077, -0.29991], [-3.95078, -0.34546, -0.61403], [-6.40604, -0.98503, 1.07846], [-5.05803, -2.08102, 0.78004], [-6.87723, -0.90600, -1.37078], [-5.53915, -2.01867, -1.65805], [-8.01194, -2.62896, 0.02023], [-6.67404, -3.74077, -0.26471], [-7.15555, -3.69399, -2.71378], [-8.49214, -2.57886, -2.43025], [-8.56772, -4.22460, -1.79874]],
  "atomic_forces_ev_per_a": [[0.0, 0.0, 0.3], [0.1, 0.1, -0.3], [-0.1, -0.2, 0.5], [0.1, 0.2, -0.5], [-0.1, -0.2, 0.5], [0.1, 0.3, -0.5], [-0.1, -0.2, 0.4], [0.0, 0.1, -0.1], [-0.1, 0.1, 0.0], [0.0, 0.1, -0.3], [-0.1, -0.2, 0.2], [0.2, 0.3, 0.1], [-0.2, 0.1, -0.3], [0.1, 0.0, 0.1], [0.0, 0.1, 0.1], [0.1, -0.1, 0.0], [0.1, 0.3, 0.1], [-0.2, -0.3, -0.3], [0.2, 0.2, 0.3], [-0.2, -0.1, -0.2], [0.0, 0.0, 0.2], [0.2, 0.2, -0.4], [-0.1, -0.1, -0.1], [0.2, 0.2, 0.3], [-0.7, -0.3, 0.1], [-0.1, 0.0, 0.0], [0.5, -0.3, 0.0], [-0.1, 0.2, -0.4], [-0.3, -0.4, 0.7], [-0.4, 0.3, 0.2], [-0.2, 0.1, -0.4], [0.1, -0.1, 0.0], [0.3, -0.2, 0.4], [-0.8, 0.4, -0.4], [1.0, -0.4, -0.3], [-0.2, 0.0, 0.6], [0.0, 0.1, -0.2], [0.0, 0.0, 0.0], [0.0, 0.0, 0.0], [0.1, 0.0, -0.1], [0.0, 0.0, 0.0], [0.3, 0.1, 0.1], [-0.1, 0.1, 0.2], [0.2, 0.2, -0.2], [0.1, -0.1, -0.6], [-0.1, 0.0, 0.5], [0.1, 0.1, -0.1], [-0.1, 0.1, 0.0], [0.1, -0.2, -0.4], [-0.1, -0.1, -0.1], [0.1, 0.0, 0.2], [0.0, -0.1, 0.0], [0.0, 0.0, -0.1], [0.0, 0.0, 0.1], [0.1, 0.1, 0.1], [0.0, 0.0, -0.1], [0.0, 0.0, -0.1], [0.0, 0.1, 0.1], [0.1, 0.1, 0.1], [0.0, -0.1, 0.0], [-0.1, -0.1, -0.1], [0.0, 0.1, 0.0], [0.0, 0.0, -0.1], [0.0, -0.3, 0.0], [0.0, 0.2, 0.0], [0.0, 0.0, 0.1], [0.0, -0.1, 0.1], [0.0, 0.0, 0.1], [0.0, -0.1, 0.1], [0.0, 0.1, -0.1], [0.1, 0.0, -0.1], [0.0, 0.0, 0.1], [0.0, -0.1, 0.1], [0.0, 0.1, -0.1], [0.0, 0.0, -0.1], [0.0, 0.0, 0.1], [0.0, 0.0, 0.1], [0.0, 0.0, -0.1], [-0.1, 0.1, -0.1], [-0.1, -0.1, -0.1]]
}

---

Entry 5:
{
  "formula": "C4H5CeO2",
  "method": "the ωB97M-V functional and the def2-TZVPD basis",
  "homo_energy_ev": [-10.78, -12.51],
  "charge": 1,
  "gap_ha": [0.2184, 0.2785],
  "multiplicity": 3,
  "s2": 2.001,
  "symbols": ["H", "O", "Ce", "O", "C", "C", "C", "C", "H", "H", "H", "H"],
  "coordinates": [[-2.75185, 2.39602, 0.71949], [-2.67599, 1.44466, 0.81721], [-3.25543, -0.13355, -0.73460], [2.92682, -1.37959, 0.33298], [2.23489, -0.50434, -0.12617], [0.92629, -0.77344, -0.83693], [-0.18090, -0.00209, -0.24608], [-0.65064, 0.54016, 0.78532], [2.30076, 0.54341, 0.24570], [0.76155, -1.85856, -0.89583], [1.18002, -0.59373, -1.89749], [-0.81552, 0.32105, 1.83639]],
  "atomic_forces_ev_per_a": [[0.2, 0.3, 0.2], [-1.5, -1.2, -1.5], [1.1, 1.3, 1.4], [-0.1, 0.7, -1.0], [-0.5, -0.5, 2.7], [0.7, -0.5, -2.0], [-1.1, 0.9, 2.1], [1.9, -2.8, -1.6], [0.6, 0.0, -0.6], [-0.3, 0.2, 0.6], [-0.6, 0.6, 0.1], [-0.3, 1.1, -0.3]]
}

---

Entry 6:
{
  "formula": "CCl2F2O",
  "method": "the ωB97M-V functional and the def2-TZVPD basis",
  "smiles": "O=C(F)Cl.FCl",
  "homo_energy_ev": -11.91,
  "gap_ha": 0.3835,
  "symbols": ["C", "O", "F", "F", "Cl", "Cl"],
  "coordinates": [[-0.32148, -0.61388, 1.09947], [-0.60211, -1.59540, 1.73041], [-1.16435, -0.15564, 0.18316], [0.69826, 0.14949, -2.16955], [0.97900, 0.41218, 1.25889], [0.41069, 1.80325, -2.10238]],
  "atomic_forces_ev_per_a": [[-2.3, -2.5, 1.2], [1.1, 1.6, -1.0], [0.0, 0.2, -0.4], [-0.2, 1.4, 0.1], [1.2, 0.6, 0.2], [0.2, -1.4, -0.1]]
}